Record 1
DFT (wB97M-V/def2-TZVPD) results for a cluster of 4 separate species, C15H31FN5O7 in total at a distorted geometry.

**Orbital gap**: 6.27 eV
**Energy**: -40556.9911 eV
**E_HOMO**: -3.91 eV

```
! wB97M-V def2-TZVPD RIJCOSX def2/J DEFGRID3
* xyz -1 1
C -1.28 -0.97 -0.88
C -1.23 -0.06 -2.14
F -0.72 1.23 -1.85
C -0.57 -0.71 -3.38
C 0.90 -1.19 -3.20
N 1.45 -1.37 -4.57
C 1.85 -0.17 -2.50
O 1.85 -0.23 -1.05
N 1.83 1.00 -0.50
O 1.62 0.89 0.67
C 0.90 -2.64 -2.56
O 1.72 -3.01 -1.71
O 0.03 -3.47 -3.02
H -0.35 -0.96 -0.28
H -2.07 -0.55 -0.21
H -1.49 -2.02 -1.17
H -2.30 0.12 -2.42
H -1.22 -1.52 -3.77
H -0.55 0.07 -4.19
H 2.23 -2.02 -4.46
H 0.75 -1.79 -5.17
H 1.51 0.84 -2.80
H 2.88 -0.28 -2.89
C -3.71 0.08 2.47
O -3.33 -0.77 1.70
N -3.17 1.31 2.61
C -3.68 2.27 3.56
C -2.03 1.67 1.77
H -4.56 -0.09 3.15
H -4.00 3.17 3.03
H -2.89 2.54 4.26
H -4.52 1.86 4.11
H -2.32 1.60 0.72
H -1.21 0.98 1.95
H -1.71 2.69 2.00
C 3.81 2.42 -4.50
O 2.84 2.70 -3.83
N 5.10 2.67 -4.15
C 6.22 2.32 -5.00
C 5.36 3.32 -2.87
H 3.72 1.93 -5.49
H 6.87 1.62 -4.46
H 6.78 3.22 -5.25
H 5.87 1.84 -5.92
H 4.95 2.70 -2.07
H 4.86 4.29 -2.85
H 6.43 3.45 -2.73
C -2.15 -1.26 6.30
O -2.43 -0.21 5.74
N -2.71 -2.45 6.03
C -2.33 -3.66 6.74
C -3.73 -2.53 4.99
H -1.39 -1.30 7.10
H -1.95 -4.39 6.02
H -3.21 -4.07 7.24
H -1.56 -3.45 7.48
H -3.30 -2.19 4.05
H -4.56 -1.87 5.26
H -4.09 -3.55 4.89
*
```



Record 2
DFT (wB97M-V/def2-TZVPD) results for a structure of composition C29H32ClN6P2PtS at a distorted geometry.

**Orbital gap (alpha / beta)**: 6.83 / 4.59 eV
**Energy**: -84688.2440 eV
**⟨S²⟩**: 6.028
**E_HOMO (alpha / beta)**: -14.61 / -16.32 eV

```
! wB97M-V def2-TZVPD RIJCOSX def2/J DEFGRID3
* xyz 3 5
Pt 0.09 0.11 -0.22
N -0.56 2.59 -1.74
P 0.64 2.54 -0.53
C 0.45 3.92 0.57
C -0.07 3.73 1.85
C -0.27 4.81 2.69
C 0.05 6.09 2.24
C 0.57 6.29 0.97
C 0.78 5.21 0.13
C 2.21 2.72 -1.38
C 2.29 2.66 -2.77
C 3.52 2.84 -3.40
C 4.66 3.08 -2.65
C 4.58 3.15 -1.26
C 3.36 2.97 -0.63
P -1.51 1.24 -1.54
C -2.29 0.92 -3.13
C -3.60 0.46 -3.21
C -4.19 0.27 -4.45
C -3.49 0.55 -5.61
C -2.18 1.02 -5.53
C -1.58 1.20 -4.30
C -2.88 1.62 -0.41
C -3.21 2.90 -0.06
C -4.27 3.13 0.83
C -5.01 2.08 1.37
C -4.68 0.78 1.03
C -3.59 0.53 0.17
H -0.91 3.43 -2.19
H -0.31 2.72 2.19
H -0.65 4.67 3.69
H -0.10 6.94 2.90
H 0.83 7.29 0.64
H 1.22 5.36 -0.85
H 1.41 2.49 -3.37
H 3.58 2.81 -4.48
H 5.61 3.22 -3.14
H 5.46 3.35 -0.68
H 3.31 3.06 0.45
H -4.18 0.25 -2.32
H -5.22 -0.08 -4.51
H -3.96 0.42 -6.58
H -1.64 1.26 -6.44
H -0.57 1.59 -4.26
H -2.68 3.75 -0.46
H -4.52 4.15 1.10
H -5.84 2.28 2.02
H -5.25 -0.06 1.40
H -3.41 -0.48 -0.18
N -0.89 -2.37 0.39
N -1.62 -2.45 1.59
C -1.90 -1.37 2.32
N -2.50 -1.51 3.49
S -1.55 0.26 1.81
H -1.46 -2.72 -0.37
H -0.07 -2.97 0.47
H -1.86 -3.36 1.95
H -2.71 -2.42 3.89
H -2.73 -0.70 4.03
N 1.78 -1.72 -3.79
C 2.77 -2.09 -2.91
C 2.38 -1.60 -1.70
N 1.18 -0.95 -1.84
C 0.85 -1.04 -3.12
H 1.76 -1.94 -4.78
H 3.63 -2.65 -3.22
H 2.90 -1.68 -0.76
H -0.05 -0.66 -3.58
Cl 3.37 0.10 1.15
C 1.82 -0.08 1.76
H 1.45 0.74 2.37
H 1.51 -1.09 1.99
*
```



Record 3
DFT (wB97M-V/def2-TZVPD) results for a structure of composition C40H58I2N9O7P2V at a distorted geometry.

**Orbital gap (alpha / beta)**: 6.61 / 7.48 eV
**Energy**: -130633.6026 eV
**⟨S²⟩**: 3.765
**E_HOMO (alpha / beta)**: -8.27 / -9.14 eV
**Energy relative to the best compared isomer or geometry (same formula, charge and spin)**: 228.5 kJ/mol

```
! wB97M-V def2-TZVPD RIJCOSX def2/J DEFGRID3
* xyz 1 4
V 1.25 -0.51 0.18
I 5.59 -4.61 -4.56
C 4.26 -3.81 -3.14
C 3.92 -4.55 -2.01
C 3.04 -3.99 -1.11
I 2.45 -5.00 0.64
C 2.47 -2.70 -1.26
O 1.65 -2.25 -0.37
C 2.85 -1.98 -2.43
C 2.27 -0.61 -2.66
N 2.38 0.22 -1.45
C 3.77 0.50 -1.07
C 4.04 0.07 0.35
C 5.33 0.14 0.85
C 5.60 -0.33 2.13
C 4.53 -0.84 2.86
C 3.27 -0.84 2.30
N 3.00 -0.39 1.06
C 3.74 -2.54 -3.33
H 4.33 -5.53 -1.85
H 2.77 -0.14 -3.51
H 1.21 -0.68 -2.88
H 1.86 1.08 -1.60
H 4.44 -0.06 -1.72
H 4.02 1.56 -1.19
H 6.12 0.54 0.23
H 6.60 -0.32 2.53
H 4.68 -1.24 3.85
H 2.43 -1.22 2.86
H 4.02 -1.98 -4.22
C -3.02 4.11 2.14
C -1.53 4.09 2.44
C -1.25 4.05 3.93
O -0.94 2.91 1.83
P 0.39 2.96 1.00
O 1.00 1.63 0.83
C 0.04 3.84 -0.57
P -0.97 2.81 -1.68
O -0.51 1.42 -1.79
O -2.39 3.09 -1.04
C -3.57 2.22 -1.12
C -3.48 1.18 -0.01
C -3.75 1.60 -2.49
O -0.93 3.47 -3.12
C -1.25 4.80 -3.59
C 0.00 5.67 -3.52
C -2.42 5.45 -2.88
O 1.25 3.96 1.88
C 2.60 4.46 1.66
C 2.52 5.82 1.00
C 3.48 3.49 0.89
H -3.46 5.04 2.51
H -3.51 3.27 2.63
H -3.18 4.04 1.06
H -1.06 4.98 2.02
H -1.70 3.16 4.37
H -1.67 4.93 4.41
H -0.17 4.03 4.11
H 0.98 4.07 -1.07
H -0.48 4.77 -0.34
H -4.39 2.91 -0.91
H -2.57 0.60 -0.14
H -4.34 0.52 -0.07
H -3.46 1.66 0.96
H -3.03 0.80 -2.65
H -3.60 2.35 -3.28
H -4.76 1.21 -2.59
H -1.51 4.64 -4.64
H 0.20 5.98 -2.49
H -0.15 6.57 -4.12
H 0.86 5.13 -3.92
H -2.19 5.64 -1.83
H -3.32 4.83 -2.94
H -2.64 6.40 -3.36
H 2.99 4.57 2.67
H 2.23 5.73 -0.05
H 3.50 6.31 1.05
H 1.80 6.45 1.51
H 3.13 3.40 -0.14
H 3.45 2.50 1.36
H 4.51 3.85 0.89
C -0.68 -3.32 4.11
N -0.59 -1.89 3.85
C -1.41 -0.99 4.66
C -0.10 -1.45 2.71
N 0.33 -1.07 1.71
H -0.44 -3.51 5.16
H 0.04 -3.85 3.49
H -1.68 -3.71 3.90
H -1.17 -1.14 5.71
H -2.48 -1.19 4.51
H -1.20 0.04 4.38
C -2.48 -2.67 0.96
C -2.11 -2.54 -0.47
N -1.13 -1.80 -0.95
C -1.16 -1.98 -2.31
C -2.14 -2.86 -2.66
N -2.74 -3.22 -1.47
C -3.80 -4.21 -1.36
N -3.45 -5.26 -0.44
N -4.10 -5.38 0.75
N -3.50 -6.23 1.48
C -2.40 -6.71 0.80
C -1.42 -7.64 1.16
C -0.43 -7.90 0.23
C -0.40 -7.25 -1.02
C -1.35 -6.33 -1.39
C -2.35 -6.07 -0.45
H -2.17 -1.77 1.47
H -1.97 -3.53 1.41
H -3.55 -2.81 1.10
H -0.48 -1.47 -2.97
H -2.45 -3.26 -3.61
H -3.95 -4.62 -2.35
H -4.73 -3.78 -1.00
H -1.44 -8.12 2.12
H 0.34 -8.62 0.46
H 0.40 -7.49 -1.71
H -1.31 -5.82 -2.34
*
```



Record 4
DFT (wB97M-V/def2-TZVPD) results for a structure of composition C24H18BiN4O3S5.

**Orbital gap**: 6.48 eV
**Energy**: -97303.3539 eV
**E_HOMO**: -4.64 eV
**Energy relative to the best compared isomer or geometry (same formula, charge and spin)**: 15.7 kJ/mol

```
! wB97M-V def2-TZVPD RIJCOSX def2/J DEFGRID3
* xyz -1 1
Bi -0.28 0.80 0.15
O -1.40 -1.50 4.29
C -0.40 -2.38 4.41
C -0.45 -3.29 5.47
C 0.55 -4.22 5.65
C 1.63 -4.27 4.77
C 1.68 -3.38 3.72
C 0.68 -2.43 3.51
C 0.74 -1.48 2.37
O -0.24 -0.65 2.22
N 1.79 -1.56 1.59
N 1.77 -0.62 0.57
C 2.75 -0.74 -0.26
C 3.02 0.10 -1.40
C 4.08 -0.28 -2.24
C 4.46 0.47 -3.33
C 3.78 1.66 -3.59
C 2.73 2.06 -2.79
C 2.32 1.30 -1.68
O 1.33 1.75 -0.96
H -1.17 -0.94 3.49
H -1.30 -3.23 6.15
H 0.50 -4.91 6.49
H 2.42 -5.00 4.91
H 2.50 -3.39 3.02
H 3.45 -1.56 -0.07
H 4.61 -1.20 -2.00
H 5.29 0.16 -3.96
H 4.07 2.27 -4.44
H 2.19 2.98 -2.98
S 0.02 2.81 1.71
S -1.98 3.33 1.68
S -2.23 4.03 -0.23
S -2.09 2.31 -1.37
S 1.36 -2.25 -6.37
C 0.82 -1.57 -4.81
C 0.71 -2.40 -3.70
C 0.25 -1.85 -2.51
N -0.09 -0.57 -2.39
C 0.03 0.22 -3.46
C 0.47 -0.24 -4.69
C 3.07 -1.75 -6.34
C 3.47 -0.51 -6.82
C 4.82 -0.20 -6.81
N 5.77 -1.03 -6.38
C 5.38 -2.21 -5.92
C 4.05 -2.62 -5.87
H 0.98 -3.45 -3.75
H 0.16 -2.46 -1.62
H -0.25 1.26 -3.30
H 0.54 0.44 -5.53
H 2.75 0.20 -7.19
H 5.16 0.76 -7.18
H 6.16 -2.87 -5.56
H 3.79 -3.59 -5.48
*
```



Record 5
DFT (wB97M-V/def2-TZVPD) results for the molecule C3H6N4O at a distorted geometry.

**Orbital gap (alpha / beta)**: 7.50 / 7.50 eV
**Energy**: -11209.6013 eV
**E_HOMO (alpha / beta)**: -7.08 / -7.08 eV
**Energy relative to the best compared isomer or geometry (same formula, charge and spin)**: 692.3 kJ/mol

```
! wB97M-V def2-TZVPD RIJCOSX def2/J DEFGRID3
* xyz 0 1
C -0.38 0.88 0.71
C 0.02 1.70 -0.31
C 0.19 -2.89 0.41
N 0.56 -0.39 -0.96
N -0.47 -1.80 1.05
N -0.02 -0.34 0.21
N -0.15 3.03 -0.51
O 0.65 0.95 -1.35
H -1.03 1.01 1.49
H 0.34 -2.49 -0.67
H 1.26 -3.03 0.72
H -0.39 -3.76 0.70
H -1.03 3.47 -0.41
H 0.46 3.65 -1.08
*
```



Record 6
DFT (wB97M-V/def2-TZVPD) results for the ion C4H11N2O with charge +1 at a distorted geometry.

**Orbital gap**: 11.39 eV
**Energy**: -9347.5498 eV
**SMILES string**: COC(=[NH2+])[C@H](C)N
**E_HOMO**: -14.55 eV
**Energy relative to the best compared isomer or geometry (same formula, charge and spin)**: 126.1 kJ/mol

```
! wB97M-V def2-TZVPD RIJCOSX def2/J DEFGRID3
* xyz 1 1
C -0.57 0.09 -0.28
C 0.70 0.98 0.05
C 1.86 -0.02 0.09
C -1.82 -1.01 -1.98
N -1.24 -0.33 0.75
N 0.44 1.47 1.40
O -0.76 -0.16 -1.52
H 1.06 1.82 -0.66
H 2.78 0.50 0.34
H 2.00 -0.50 -0.88
H 1.69 -0.79 0.84
H -1.65 -2.04 -1.65
H -2.79 -0.65 -1.64
H -1.77 -0.96 -3.07
H -0.90 0.06 1.63
H -2.03 -0.96 0.71
H -0.05 2.36 1.40
H 1.30 1.59 1.93
*
```